Record 1
Molecular formula: C24H23ClMnO3PS
Method: DFT, ωB97M-V with the def2-TZVPD basis set

Computed properties:
expectation value of S²	6.247
frontier orbital gap (alpha / beta)	5.7 / 7.2	eV

The geometry in ORCA input format:
```
! wB97M-V def2-TZVPD RIJCOSX def2/J DEFGRID3
* xyz 0 5
C -0.03367 0.07363 2.35031
C 0.64292 0.62503 1.19993
C -0.23512 1.57741 0.58966
H 1.67471 0.42747 0.89971
C -1.45595 1.61563 1.34441
C -1.33179 0.70766 2.44696
H -2.07734 0.54208 3.22225
H 0.38987 -0.61968 3.06703
H 0.01685 2.22984 -0.24772
H -2.30812 2.26132 1.14906
Mn -1.18176 -0.45211 0.62909
Cl -2.66241 0.13975 -1.02333
P 1.22078 0.37626 -2.57214
C 0.83170 1.95988 -3.32274
C 1.79761 2.83067 -3.85611
H 2.84658 2.53225 -3.87562
C 1.39949 4.07306 -4.35222
H 2.14979 4.75611 -4.75175
C 0.04991 4.44137 -4.34605
H -0.25899 5.40318 -4.75853
C -0.91056 3.56946 -3.81936
H -1.96463 3.84390 -3.81696
C -0.52894 2.34300 -3.29535
H -1.26782 1.67375 -2.84823
C 2.96097 0.38681 -2.09980
C 3.47112 1.51141 -1.41381
H 2.82607 2.37137 -1.21696
C 4.80685 1.52816 -1.02498
H 5.21020 2.42194 -0.55244
C 5.62252 0.41550 -1.25374
H 6.67297 0.44399 -0.96782
C 5.09610 -0.72563 -1.86610
H 5.72546 -1.59922 -2.02717
C 3.77246 -0.74810 -2.29683
H 3.36067 -1.61998 -2.80750
C 0.91833 -0.92537 -3.77557
C 1.01221 -0.71256 -5.16072
H 1.23367 0.28426 -5.54287
C 0.83149 -1.79178 -6.02746
H 0.94043 -1.64201 -7.10212
C 0.51733 -3.06030 -5.52656
H 0.40687 -3.90596 -6.20811
C 0.34160 -3.24888 -4.14939
H 0.06217 -4.22805 -3.75991
C 0.53054 -2.18755 -3.27135
H 0.37939 -2.31037 -2.19620
C 2.39916 -3.66799 1.57516
S -0.22315 -3.17466 1.59336
O -1.04925 -2.57592 2.67419
O 1.36137 -3.00638 2.30845
O -0.13576 -2.14844 0.41386
H 2.55464 -4.67814 1.97075
H 3.32953 -3.10027 1.69446
H 2.16209 -3.74872 0.50762
*
```

So, what does the Löwdin scheme give us? The charges, in e, come out as: -0.14 -0.12 -0.16 0.12 -0.16 -0.14 0.13 0.11 0.11 0.12 0.58 0.04 1.07 -0.39 -0.10 0.11 -0.09 0.10 -0.09 0.10 -0.08 0.11 -0.11 0.05 -0.37 -0.13 0.10 -0.09 0.10 -0.09 0.10 -0.09 0.10 -0.08 0.10 -0.38 -0.07 0.11 -0.09 0.10 -0.08 0.10 -0.08 0.10 -0.10 0.08 -0.16 0.86 -0.47 -0.41 -0.57 0.08 0.08 0.07

=====

Record 2
Molecular formula: C24H24B2LiO24
Method: DFT, ωB97M-V with the def2-TZVPD basis set

Computed properties:
relative energy (zero: lowest compared OMol25 entry of this formula, charge and spin)	1.971	eV
frontier orbital gap	8.5	eV

The geometry in ORCA input format:
```
! wB97M-V def2-TZVPD RIJCOSX def2/J DEFGRID3
* xyz -1 1
Li 0.44749 0.63138 -0.20907
O 2.39921 -1.78839 3.92509
C 1.87928 -2.38840 2.94009
O 1.73358 -3.69239 2.90524
B 1.08020 -4.04205 1.60638
O 1.00274 -2.79416 0.86076
C 1.38860 -1.76485 1.61352
O 1.33481 -0.57928 1.20248
O -0.23813 -4.61952 1.84770
C -0.29610 -5.90131 1.55064
O -1.26254 -6.65888 1.80426
C 1.07212 -6.31554 0.99465
O 1.75910 -5.14283 0.86786
O 1.36061 -7.47011 0.61261
O 5.87145 6.38903 -0.42704
C 4.72243 5.96710 -0.35754
O 4.02761 5.38935 0.64742
B 2.68378 4.93206 0.29323
O 2.60663 5.28022 -1.17103
C 3.67540 5.92577 -1.57442
O 3.97375 6.42549 -2.65280
O 2.56133 3.47888 0.51068
C 1.38847 3.26011 1.19204
O 0.90310 2.20475 1.56558
C 0.74056 4.59094 1.57711
O 1.57775 5.55090 1.04172
O -0.33067 4.72173 2.22175
O 0.05283 -0.99597 -1.43531
C -0.90153 -1.77814 -1.53952
O -2.14110 -1.29629 -1.62679
C -3.10689 -2.30076 -1.74934
C -2.21673 -3.47116 -2.31337
C -0.97841 -3.24905 -1.47801
H -3.90173 -1.98176 -2.42356
H -3.60655 -2.53373 -0.80903
H -1.93175 -3.38896 -3.36224
H -2.73190 -4.40359 -2.08252
H -0.01848 -3.71046 -1.70984
H -1.14494 -3.44227 -0.41828
O -0.61258 2.37208 -0.95478
C -1.71916 2.85350 -0.92581
O -2.82236 2.11136 -1.11982
C -3.95720 2.93234 -1.01611
C -3.58551 4.40376 -1.15756
C -2.14365 4.32275 -0.70771
H -4.44850 2.87962 -0.04455
H -4.71046 2.65906 -1.75504
H -4.17516 5.05741 -0.51479
H -3.71055 4.69538 -2.20035
H -2.04172 4.50756 0.36166
H -1.46756 4.96096 -1.27666
O 2.18834 0.91785 -1.56947
C 2.85258 0.01741 -1.99520
O 3.43571 0.10196 -3.18822
C 4.14392 -1.07950 -3.47679
C 4.48386 -1.62563 -2.13427
C 3.23887 -1.24013 -1.32713
H 5.06839 -0.83553 -4.00019
H 3.57658 -1.77067 -4.10009
H 5.41066 -1.19041 -1.76048
H 4.49988 -2.71370 -2.07146
H 3.39263 -1.12552 -0.25414
H 2.41241 -1.94174 -1.44036
O -1.36905 0.18520 1.00037
C -2.01851 -0.40744 1.84925
O -1.78280 -1.67395 2.14276
C -2.71641 -2.07786 3.09057
C -3.70729 -0.97130 3.34780
C -2.99855 0.22714 2.83712
H -2.16724 -2.19902 4.02430
H -3.23925 -3.00166 2.84295
H -3.89794 -0.89910 4.41856
H -4.70649 -1.04193 2.91801
H -2.44780 0.83075 3.55852
H -3.69348 0.72108 2.15799
*
```

So, what does the Löwdin scheme give us? The charges, in e, come out as: 0.65 0.09 -0.33 0.24 -0.89 0.21 -0.28 0.04 0.21 -0.35 0.09 -0.31 0.20 0.10 0.11 -0.32 0.20 -0.88 0.21 -0.38 0.10 0.22 -0.33 0.10 -0.28 0.21 0.08 0.05 -0.44 0.03 -0.14 -0.11 -0.08 0.12 0.13 0.12 0.12 0.14 0.13 0.09 -0.42 0.05 -0.19 -0.15 -0.05 0.12 0.12 0.12 0.11 0.12 0.14 0.10 -0.50 0.07 -0.18 -0.14 -0.07 0.13 0.13 0.13 0.12 0.13 0.12 0.08 -0.43 0.07 -0.17 -0.17 -0.05 0.14 0.14 0.12 0.12 0.15 0.13

=====

Record 3
Molecular formula: C24H24BCl2N9ORe
Method: DFT, ωB97M-V with the def2-TZVPD basis set

Computed properties:
expectation value of S²	0.755
relative energy (zero: lowest compared OMol25 entry of this formula, charge and spin)	0.000	eV
frontier orbital gap (alpha / beta)	7.4 / 6.6	eV

The geometry in ORCA input format:
```
! wB97M-V def2-TZVPD RIJCOSX def2/J DEFGRID3
* xyz 2 2
Re -0.21685 0.35430 0.18476
C 1.07564 2.26900 -3.38503
C 1.32694 1.49513 -2.26444
N 0.19365 1.32273 -1.57110
N -0.79344 1.99021 -2.22328
C -0.27796 2.55789 -3.31876
B -2.27763 1.84257 -1.81647
N -2.48754 2.29378 -0.34651
C -3.39332 3.12016 0.18373
C -3.34307 3.01215 1.56466
C -2.36651 2.06034 1.81046
N -1.85359 1.62691 0.64996
N -2.59713 0.34576 -1.77746
C -3.46917 -0.39964 -2.46259
C -3.31888 -1.71829 -2.07739
C -2.30371 -1.69572 -1.13353
N -1.87440 -0.44185 -0.94859
H 1.77360 2.57529 -4.14324
H 2.24746 1.05232 -1.91943
H -0.90676 3.13041 -3.98028
H -2.97832 2.45239 -2.55956
H -4.02620 3.71462 -0.45425
H -3.94230 3.53818 2.28600
H -2.00245 1.68900 2.75338
H -4.14097 0.05973 -3.16834
H -3.86821 -2.57233 -2.43004
H -1.85840 -2.51745 -0.60407
C 3.78411 0.31001 2.20584
C 2.49477 0.68448 1.57146
N 1.75592 -0.10902 0.86869
N 2.18651 -1.41020 0.73161
C 1.33644 -2.05936 0.01244
O 0.27938 -1.41450 -0.48179
C 1.45388 -3.48331 -0.28450
C 2.36652 -4.26441 0.42843
C 2.46890 -5.61586 0.15497
C 1.67071 -6.18854 -0.82875
C 0.76799 -5.41172 -1.54373
C 0.65389 -4.05922 -1.27299
C 1.93357 2.02313 1.64765
C 2.61645 3.09427 2.19497
C 2.07421 4.36396 2.10342
C 0.87285 4.51371 1.43369
C 0.22524 3.39819 0.94196
N 0.71065 2.15078 1.07471
H 4.09282 -0.68179 1.89882
H 3.68107 0.33312 3.29343
H 4.55474 1.03202 1.93322
H 2.98318 -3.80805 1.19049
H 3.17120 -6.22592 0.70576
H 1.75662 -7.24542 -1.04238
H 0.16023 -5.86059 -2.31714
H -0.02959 -3.44473 -1.84406
H 3.57331 2.93064 2.66807
H 2.58966 5.21705 2.52275
H 0.42041 5.48481 1.29441
H -0.70985 3.51932 0.42303
Cl -3.31887 -2.12031 2.09353
C -1.61407 -2.35222 2.28454
Cl -0.73006 -0.75325 2.45261
H -1.17007 -2.84122 1.42362
H -1.38318 -2.86345 3.21263
*
```

So, what does the Löwdin scheme give us? The charges, in e, come out as: 1.53 0.00 -0.08 -0.12 0.00 -0.02 -0.47 -0.02 -0.02 0.00 -0.13 -0.17 0.00 -0.01 0.00 -0.13 -0.09 0.12 0.13 0.14 0.13 0.14 0.12 0.10 0.14 0.12 0.09 0.02 -0.23 -0.11 0.13 -0.38 -0.25 -0.16 -0.01 -0.05 -0.04 -0.05 -0.02 -0.19 0.04 0.01 0.01 -0.08 -0.01 0.08 0.11 0.10 0.12 0.12 0.12 0.12 0.11 0.13 0.13 0.13 0.11 0.65 -0.87 0.66 0.02 0.05

=====

Record 4
Molecular formula: C24H24BCl3N2O2
Method: DFT, ωB97M-V with the def2-TZVPD basis set

Computed properties:
relative energy (zero: lowest compared OMol25 entry of this formula, charge and spin)	0.307	eV
frontier orbital gap	4.3	eV

The geometry in ORCA input format:
```
! wB97M-V def2-TZVPD RIJCOSX def2/J DEFGRID3
* xyz 0 1
Cl 2.44883 0.95151 3.29053
B 0.94012 -0.06178 2.96330
Cl 0.47275 -1.24786 4.30622
Cl -0.55185 1.03244 2.64075
O 1.27096 -0.80919 1.72991
C 0.62508 -1.84613 1.31682
C 1.38531 -2.94072 0.73977
C 0.67702 -4.07651 0.30169
C 1.34105 -5.11754 -0.32515
C 2.72907 -5.07241 -0.49649
C 3.46277 -3.99491 0.02317
C 2.80438 -2.93445 0.64662
H -0.35695 -2.07892 1.76248
H -0.40292 -4.07696 0.45899
H 0.75363 -5.96236 -0.68961
H 3.23148 -5.87540 -1.03461
H 4.55073 -3.98360 -0.08131
H 3.35977 -2.08529 1.06524
C 2.41202 -0.24768 -1.51990
O 1.56079 0.56579 -0.68114
C 0.23495 0.49726 -0.63670
C -0.50777 -0.68886 -1.06006
C -1.38787 -1.29633 -0.14650
C -2.12413 -2.42592 -0.52535
C -1.98288 -2.94424 -1.81566
C -1.12304 -2.33020 -2.72977
C -0.40129 -1.19361 -2.36829
C -0.38537 1.73704 -0.34793
N -1.71047 2.05554 -0.37179
C -2.83217 1.20552 -0.69832
C -1.89288 3.34345 0.12473
C -0.63300 3.86694 0.35009
C -0.45617 5.13001 0.90343
C -1.61992 5.84039 1.25031
C -2.90041 5.28861 1.05036
C -3.06025 4.01592 0.47772
N 0.28769 2.87342 0.03174
C 1.69711 3.01126 0.25192
H 3.39472 0.21549 -1.42045
H 2.44079 -1.27865 -1.14974
H 2.06940 -0.21533 -2.55976
H -1.56971 -0.77694 0.79611
H -2.81348 -2.90284 0.18349
H -2.56691 -3.81743 -2.11044
H -1.03830 -2.71180 -3.75191
H 0.20764 -0.65602 -3.10119
H -3.68059 1.86236 -0.91588
H -2.62540 0.59365 -1.58830
H -3.10511 0.57008 0.15850
H 0.55202 5.51678 1.02738
H -1.52488 6.83648 1.68024
H -3.78243 5.86083 1.34202
H -4.04179 3.55898 0.31350
H 1.86125 4.04302 0.56900
H 2.04415 2.32656 1.04043
H 2.26250 2.85058 -0.67020
*
```

So, what does the Löwdin scheme give us? The charges, in e, come out as: 0.55 -1.85 0.54 0.60 -0.07 -0.08 -0.16 -0.01 -0.06 -0.06 -0.06 0.00 0.13 0.11 0.11 0.11 0.11 0.14 -0.02 -0.15 -0.26 -0.19 -0.12 -0.09 -0.09 -0.07 -0.02 -0.18 -0.01 0.00 -0.17 -0.16 -0.01 -0.09 -0.10 -0.01 -0.01 -0.01 0.10 0.07 0.08 0.09 0.12 0.10 0.11 0.11 0.09 0.10 0.10 0.10 0.10 0.10 0.10 0.08 0.05 0.10

=====

Record 5
Molecular formula: C24H24BN12O3PtS
Method: DFT, ωB97M-V with the def2-TZVPD basis set

Computed properties:
expectation value of S²	8.804
relative energy (zero: lowest compared OMol25 entry of this formula, charge and spin)	0.609	eV
frontier orbital gap (alpha / beta)	7.2 / 4.8	eV

The geometry in ORCA input format:
```
! wB97M-V def2-TZVPD RIJCOSX def2/J DEFGRID3
* xyz 2 6
Pt 0.64991 0.55988 0.45766
C 2.70672 4.29504 -0.77709
C 2.57841 3.25292 0.14570
N 2.00428 2.19901 -0.41879
N 1.74897 2.53160 -1.70915
C 2.16030 3.79872 -1.93683
B 1.05543 1.53837 -2.64897
N -0.51765 1.56763 -2.26223
C -1.62712 1.90951 -2.97163
C -2.75086 1.81004 -2.13496
C -2.24948 1.41112 -0.93705
N -0.85091 1.28334 -1.03054
N 1.52962 0.09295 -2.40200
C 2.05596 -0.76708 -3.29652
C 2.34895 -1.94635 -2.64933
C 1.96387 -1.73436 -1.32560
N 1.46896 -0.50797 -1.19631
N 1.25637 1.89687 -4.08684
C 2.41781 2.26627 -4.69604
C 2.24088 2.15300 -6.04906
C 0.92575 1.67634 -6.19219
N 0.33793 1.51298 -5.02264
H 3.14945 5.26284 -0.62598
H 2.87905 3.21324 1.17998
H 2.04824 4.25300 -2.90622
H -1.52237 2.18657 -4.00874
H -3.77087 2.02674 -2.39673
H -2.73083 1.24638 0.01088
H 2.18266 -0.47728 -4.32579
H 2.78800 -2.83155 -3.07178
H 2.02774 -2.39619 -0.47704
H 3.28494 2.55272 -4.12533
H 2.95133 2.38150 -6.82279
H 0.38391 1.45943 -7.09897
N -1.43364 -2.81859 7.43385
C -1.01905 -2.58880 6.19923
C -1.56035 -3.34919 5.10952
C -1.09737 -3.13058 3.85000
C -0.09819 -2.15146 3.63889
C 0.43229 -1.38075 4.68860
C -0.01907 -1.58879 5.95918
S 0.56654 -2.01378 1.99769
O 1.67482 -1.08114 2.11520
O 0.81486 -3.35506 1.58373
N -0.54208 -1.20059 1.18186
C -1.45490 -1.86608 0.36240
N -1.89767 -3.06808 0.71515
C -2.72009 -3.67681 -0.13521
C -3.14583 -3.09717 -1.31643
C -2.72354 -1.80242 -1.54173
N -1.88664 -1.19539 -0.70920
H -2.12332 -3.52897 7.63549
H -1.05522 -2.31188 8.22179
H -2.31205 -4.10155 5.30978
H -1.45992 -3.70017 3.00376
H 1.21297 -0.66218 4.47967
H 0.38216 -1.03028 6.79484
H -3.05891 -4.66526 0.15096
H -3.80405 -3.60862 -2.00161
H -3.05319 -1.23176 -2.40301
C -1.07738 2.52759 2.47834
C 0.36453 2.03274 2.33809
O 1.18830 2.07394 3.17540
H -1.20237 3.01020 3.44628
H -1.73079 1.66063 2.37970
H -1.28624 3.22301 1.66675
*
```

So, what does the Löwdin scheme give us? The charges, in e, come out as: 1.19 -0.02 -0.12 -0.05 0.01 -0.05 -0.64 0.08 0.07 0.00 -0.06 0.01 0.02 -0.02 -0.01 -0.09 -0.09 -0.03 -0.08 -0.03 -0.12 0.06 0.11 0.11 0.13 0.13 0.13 0.12 0.13 0.11 0.10 0.13 0.11 0.11 0.26 -0.23 0.05 -0.01 -0.18 0.00 0.05 0.55 -0.36 -0.24 -0.20 -0.44 0.13 -0.07 -0.02 -0.08 0.13 0.15 0.15 0.14 0.11 0.12 0.14 0.13 0.12 0.12 -0.03 -0.32 0.14 0.09 0.07 0.08

=====

Record 6
Molecular formula: C24H24Br2CrN5O
Method: DFT, ωB97M-V with the def2-TZVPD basis set

Computed properties:
expectation value of S²	4.218
relative energy (zero: lowest compared OMol25 entry of this formula, charge and spin)	0.720	eV
frontier orbital gap (alpha / beta)	6.1 / 6.7	eV

The geometry in ORCA input format:
```
! wB97M-V def2-TZVPD RIJCOSX def2/J DEFGRID3
* xyz 0 4
Cr 0.30712 0.02250 -0.07313
C -1.39286 0.14529 3.37179
C -1.77710 1.29311 2.48482
C -2.83632 2.14679 2.85409
C -3.15468 3.22277 2.07710
C -2.41907 3.47687 0.90504
C -2.61592 4.58528 0.04615
Br -3.97098 5.85963 0.42256
C -1.82265 4.77040 -1.04875
C -0.80666 3.85570 -1.35673
Br 0.27752 4.13962 -2.87375
C -0.57826 2.72203 -0.59366
O 0.34398 1.84273 -0.82693
C -1.39759 2.55262 0.58376
N -1.08717 1.48378 1.37987
H -2.16071 -0.06010 4.11416
H -0.45954 0.36222 3.89492
H -1.23739 -0.75555 2.77973
H -3.38327 1.94212 3.76648
H -3.95298 3.89603 2.35858
H -1.96619 5.62918 -1.68973
N 2.69803 -2.05870 1.07618
C 3.07053 -0.74442 1.13380
C 4.38707 -0.48348 1.57094
C 4.82400 0.80775 1.69039
C 3.95292 1.85322 1.37451
C 2.70246 1.53127 0.92501
N 2.25069 0.26286 0.78665
C 1.48419 -2.66257 0.71678
C 1.44940 -4.00991 0.45847
C 0.19898 -4.53152 -0.01548
C -0.86155 -3.74321 -0.28497
C -0.80310 -2.28367 0.03213
N 0.43053 -1.86002 0.65978
H 3.44377 -2.71097 1.24150
H 5.03355 -1.31722 1.81443
H 5.83356 1.00988 2.02568
H 4.24735 2.88989 1.45968
H 1.99654 2.29245 0.62317
H 2.32716 -4.63198 0.57264
H 0.11355 -5.60005 -0.18656
H -1.79829 -4.16592 -0.62495
H -1.63459 -2.03818 0.69111
C -1.88145 -2.28213 -2.98297
C -0.70172 -1.45391 -2.46343
C 0.63071 -2.16852 -2.73293
C -0.70504 -0.10568 -3.18868
N -0.84630 -1.17813 -1.02582
H -1.83158 -2.33734 -4.07278
H -2.82566 -1.80545 -2.70781
H -1.86671 -3.29869 -2.59226
H 0.75820 -2.29931 -3.81098
H 0.67406 -3.14460 -2.25189
H 1.46571 -1.56350 -2.36712
H -0.62704 -0.25961 -4.26664
H 0.13184 0.52110 -2.87372
H -1.63100 0.43724 -2.98025
*
```

So, what does the Löwdin scheme give us? The charges, in e, come out as: 0.88 -0.01 -0.31 -0.01 -0.02 -0.19 -0.63 0.76 -0.17 -0.61 0.78 -0.41 -0.25 -0.12 0.13 0.08 0.09 0.06 0.11 0.08 0.10 0.14 -0.27 -0.01 -0.06 -0.06 -0.10 0.05 -0.36 -0.08 -0.12 -0.09 -0.34 -0.02 0.14 0.11 0.11 0.11 0.11 0.09 0.10 0.09 0.12 -0.04 -0.63 -0.02 -0.05 0.00 0.09 0.09 0.06 0.09 0.07 0.08 0.09 0.06 0.09